[1]
{"formula": "C62H39Cl4N4ORhSi", "method": "wB97M-V/def2-TZVPD", "lumo_energy_ev": -1.4, "gap_ev": 6.05, "elements": ["Rh", "Cl", "C", "C", "C", "C", "C", "C", "C", "C", "C", "C", "C", "C", "C", "C", "C", "C", "Cl", "C", "C", "C", "N", "C", "C", "C", "C", "C", "C", "Cl", "C", "C", "C", "C", "C", "C", "N", "C", "C", "C", "C", "C", "N", "C", "C", "C", "C", "Cl", "C", "C", "C", "C", "N", "H", "H", "H", "H", "H", "H", "H", "H", "H", "H", "H", "H", "H", "H", "H", "H", "H", "H", "H", "H", "H", "H", "H", "H", "O", "Si", "C", "C", "C", "C", "C", "C", "C", "C", "C", "C", "C", "C", "C", "C", "C", "C", "C", "C", "H", "H", "H", "H", "H", "H", "H", "H", "H", "H", "H", "H", "H", "H", "H"], "coordinates": [[0.0352, 0.0097, 0.0418], [7.5203, 4.1033, -3.9731], [6.1402, 3.3570, -3.2273], [6.2332, 2.8987, -1.9234], [5.1265, 2.3056, -1.3365], [3.9315, 2.1613, -2.0375], [3.8641, 2.6355, -3.3431], [4.9618, 3.2330, -3.9437], [2.7541, 1.5173, -1.3907], [2.8455, 0.1619, -1.0953], [3.9580, -0.6729, -1.4706], [3.6294, -1.9381, -1.1442], [2.3259, -1.8936, -0.5298], [1.6264, -3.0095, -0.0807], [2.2045, -4.3585, -0.3473], [3.3688, -4.7942, 0.2769], [3.8939, -6.0483, 0.0027], [3.2462, -6.8675, -0.9067], [3.9022, -8.4381, -1.2583], [2.0828, -6.4587, -1.5376], [1.5631, -5.2063, -1.2492], [0.3850, -2.9611, 0.5512], [-0.3793, -1.8458, 0.7314], [-1.5269, -2.2509, 1.3546], [-2.6304, -1.4548, 1.6306], [-3.8162, -2.1142, 2.2558], [-4.6536, -2.9219, 1.4928], [-5.7542, -3.5439, 2.0626], [-6.0128, -3.3542, 3.4101], [-7.3874, -4.1328, 4.1339], [-5.1954, -2.5533, 4.1896], [-4.0990, -1.9358, 3.6054], [-2.7290, -0.1023, 1.3203], [-3.8975, 0.7028, 1.5714], [-3.6319, 1.9394, 1.0996], [-2.3017, 1.9003, 0.5443], [-1.7695, 0.6567, 0.7164], [-1.6768, 2.9796, -0.0749], [-0.3783, 2.9606, -0.5703], [0.2654, 4.0844, -1.2002], [1.5097, 3.6860, -1.5420], [1.6289, 2.3023, -1.1567], [0.4784, 1.8979, -0.5488], [-2.4625, 4.2405, -0.2279], [-3.4948, 4.3099, -1.1589], [-4.2285, 5.4754, -1.3208], [-3.9229, 6.5783, -0.5410], [-4.8358, 8.0438, -0.7378], [-2.9002, 6.5342, 0.3915], [-2.1722, 5.3631, 0.5405], [-1.4495, -3.6581, 1.6396], [-0.2802, -4.0999, 1.1287], [1.8816, -0.6015, -0.4978], [7.1582, 3.0115, -1.3753], [5.1880, 1.9495, -0.3155], [2.9419, 2.5314, -3.9007], [4.9063, 3.5984, -4.9600], [4.8437, -0.3339, -1.9798], [4.1945, -2.8352, -1.3260], [3.8669, -4.1474, 0.9882], [4.7959, -6.3913, 0.4902], [1.5913, -7.1129, -2.2443], [0.6476, -4.8776, -1.7319], [-4.4473, -3.0536, 0.4372], [-6.4102, -4.1652, 1.4687], [-5.4154, -2.4163, 5.2393], [-3.4550, -1.3054, 4.2059], [-4.8016, 0.3504, 2.0382], [-4.2694, 2.8065, 1.1171], [-0.1823, 5.0522, -1.3503], [2.2806, 4.2679, -2.0191], [-3.7201, 3.4420, -1.7667], [-5.0275, 5.5319, -2.0469], [-2.6805, 7.4054, 0.9928], [-1.3708, 5.3174, 1.2676], [-2.2011, -4.2279, 2.1607], [0.1175, -5.1000, 1.1546], [-0.6994, -0.3074, -1.6890], [-0.5437, -1.1041, -3.0867], [1.1905, -1.2686, -3.8033], [1.7955, -0.1909, -4.4599], [3.0400, -0.3152, -5.0622], [3.7055, -1.5345, -5.0378], [3.1256, -2.6185, -4.3972], [1.8893, -2.4790, -3.7804], [-1.5557, -0.0262, -4.2370], [-1.5310, 1.3590, -4.0390], [-2.2726, 2.2128, -4.8423], [-3.0657, 1.6931, -5.8587], [-3.1104, 0.3222, -6.0643], [-2.3615, -0.5281, -5.2585], [-1.2347, -2.8490, -2.9921], [-1.0229, -3.7817, -4.0136], [-1.5198, -5.0747, -3.9248], [-2.2281, -5.4691, -2.7959], [-2.4487, -4.5601, -1.7708], [-1.9621, -3.2629, -1.8759], [1.2697, 0.7569, -4.5248], [3.4857, 0.5340, -5.5657], [4.6682, -1.6380, -5.5230], [3.6350, -3.5745, -4.3705], [1.4572, -3.3403, -3.2833], [-0.9353, 1.7735, -3.2307], [-2.2377, 3.2824, -4.6728], [-3.6509, 2.3559, -6.4838], [-3.7330, -0.0881, -6.8498], [-2.4163, -1.5977, -5.4286], [-0.4504, -3.4988, -4.8908], [-1.3462, -5.7781, -4.7297], [-2.6037, -6.4816, -2.7171], [-2.9914, -4.8627, -0.8825], [-2.1397, -2.5577, -1.0720]], "forces_ev_per_a": [[0.062, 0.012, 0.007], [0.002, -0.002, 0.001], [-0.012, -0.005, 0.011], [-0.002, 0.014, -0.010], [-0.027, -0.027, -0.007], [0.061, 0.045, 0.038], [0.009, 0.002, -0.067], [-0.005, 0.001, 0.001], [0.003, -0.076, 0.009], [0.023, 0.063, 0.051], [-0.051, -0.022, -0.055], [-0.054, 0.018, 0.075], [-0.014, -0.115, -0.003], [-0.023, 0.025, -0.021], [-0.011, 0.029, 0.056], [-0.006, -0.031, -0.016], [0.006, 0.016, 0.007], [0.002, -0.011, -0.002], [0.001, 0.003, -0.001], [-0.016, 0.020, -0.002], [-0.013, 0.020, 0.003], [0.046, -0.014, -0.060], [0.055, -0.022, -0.001], [-0.019, 0.072, 0.079], [-0.038, 0.019, -0.009], [0.041, 0.009, 0.023], [-0.017, 0.019, -0.014], [0.010, 0.010, -0.011], [-0.007, -0.007, 0.008], [0.003, 0.005, -0.003], [0.021, 0.015, -0.009], [-0.029, 0.001, 0.013], [-0.061, -0.023, 0.053], [0.047, -0.025, -0.044], [0.074, -0.033, -0.055], [-0.038, 0.100, -0.033], [0.044, -0.041, 0.042], [-0.024, -0.044, 0.043], [-0.097, 0.053, -0.022], [0.044, -0.018, 0.010], [-0.033, 0.033, -0.004], [0.068, 0.078, 0.005], [0.051, -0.057, 0.042], [0.047, -0.015, -0.013], [0.000, -0.006, 0.001], [0.011, -0.018, -0.002], [-0.004, 0.015, -0.004], [-0.001, -0.005, 0.002], [0.009, -0.011, 0.005], [-0.024, -0.007, 0.021], [0.023, -0.057, -0.028], [0.036, 0.036, 0.033], [0.044, 0.003, -0.028], [0.001, -0.001, -0.003], [0.004, -0.003, -0.002], [0.000, -0.008, 0.010], [0.005, -0.004, -0.001], [0.007, 0.015, 0.001], [0.028, -0.017, -0.002], [0.006, 0.003, 0.008], [0.000, 0.001, 0.001], [-0.010, 0.001, 0.000], [0.000, -0.028, 0.015], [0.005, -0.012, -0.006], [0.005, -0.005, 0.002], [0.000, -0.005, -0.001], [0.008, -0.007, 0.004], [-0.007, 0.000, 0.023], [-0.017, 0.023, -0.010], [-0.010, 0.001, 0.003], [-0.023, -0.013, 0.028], [-0.003, -0.010, -0.012], [-0.002, -0.003, 0.000], [0.005, 0.001, -0.002], [0.000, 0.004, 0.002], [-0.003, 0.013, -0.004], [0.007, -0.020, -0.011], [-0.268, -0.013, -0.147], [0.090, 0.000, 0.118], [0.057, -0.022, -0.041], [-0.006, -0.034, -0.001], [-0.014, -0.009, 0.026], [-0.012, 0.007, -0.006], [0.003, 0.018, 0.020], [0.018, 0.010, -0.001], [-0.078, 0.029, 0.006], [-0.018, 0.029, -0.026], [-0.014, -0.022, -0.031], [0.015, 0.007, 0.023], [0.018, -0.025, 0.008], [0.036, 0.060, -0.039], [0.059, -0.029, -0.024], [-0.089, -0.021, -0.023], [0.023, 0.000, 0.034], [0.005, 0.011, 0.002], [-0.009, -0.002, 0.000], [-0.023, 0.021, 0.001], [-0.006, 0.009, 0.019], [0.006, -0.006, -0.007], [0.001, 0.003, 0.000], [0.010, 0.002, -0.003], [0.036, 0.049, -0.022], [-0.018, -0.031, 0.004], [0.002, 0.008, -0.001], [0.000, -0.004, -0.006], [-0.003, 0.005, 0.000], [-0.003, -0.017, 0.014], [-0.027, -0.003, -0.005], [-0.001, -0.004, -0.003], [-0.008, 0.000, 0.001], [0.004, -0.005, -0.018], [-0.013, 0.006, -0.034]]}

[2]
{"formula": "C4H7KO7", "method": "wB97M-V/def2-TZVPD", "lumo_energy_ev": -0.5, "gap_ev": 7.92, "elements": ["O", "C", "O", "O", "H", "C", "C", "O", "H", "H", "H", "H", "H", "H", "O", "C", "O", "O", "K"], "coordinates": [[-0.9982, -1.3604, 0.8709], [-1.5093, -0.4123, 1.4240], [-1.0221, 0.8131, 1.4872], [-2.7140, -0.5061, 1.9616], [-2.9877, 0.3318, 2.3594], [0.2532, 1.1531, 0.4861], [0.6287, 1.8436, 1.7589], [-0.2930, 1.8072, -0.5981], [0.7406, 0.2123, 0.2221], [1.5780, 1.9901, 0.9252], [0.1419, 2.8198, 1.8778], [1.0731, 1.1630, 2.4937], [-0.4226, 2.7414, -0.4032], [0.4366, -2.0034, -0.5385], [1.2315, -2.3232, -1.0081], [1.0707, -2.1596, -2.3378], [2.0866, -2.3464, -3.0503], [-0.0554, -1.7961, -2.7679], [0.7614, -1.9678, -5.1629]], "forces_ev_per_a": [[0.110, 0.176, 0.300], [0.092, -0.002, -1.250], [-2.559, -2.664, -1.749], [-1.037, -0.456, 0.926], [0.221, -0.041, -0.189], [-4.739, -0.221, 2.758], [7.037, 1.823, -5.601], [1.393, -0.684, 0.902], [-0.216, 0.287, 0.020], [0.408, 1.773, 3.049], [0.233, -0.760, 0.539], [-0.711, 0.664, -0.038], [-0.098, 0.050, 0.211], [-0.007, -0.331, -0.312], [-0.029, 0.206, 0.703], [0.110, 0.475, -0.619], [0.056, -0.263, 0.093], [-0.268, -0.027, 0.083], [0.004, -0.005, 0.173]]}

[3]
{"formula": "C5H13PS3", "method": "wB97M-V/def2-TZVPD", "lumo_energy_ev": 0.0, "gap_ev": 8.59, "smiles": "CCC(C)=S.CP(S)S", "elements": ["C", "C", "C", "C", "S", "H", "H", "H", "H", "H", "H", "H", "H", "C", "P", "S", "S", "H", "H", "H", "H", "H"], "coordinates": [[2.6116, 0.2089, 1.2393], [2.3255, -1.2927, 1.3328], [1.0903, -1.5374, 0.5090], [1.2998, -2.0152, -0.8837], [-0.3748, -1.4187, 1.0193], [2.8580, 0.4714, 0.0986], [1.7358, 0.8871, 1.4177], [3.3887, 0.5316, 1.8081], [2.0739, -1.4500, 2.4257], [3.1947, -1.9105, 1.0512], [1.1055, -1.2319, -1.5541], [0.6726, -2.9403, -1.0246], [2.2959, -2.3004, -1.0102], [-3.6417, 2.2751, -1.2726], [-2.6895, 1.0401, -0.2016], [-1.2650, 2.3889, 0.6026], [-1.8879, 0.0042, -1.8134], [-4.2957, 1.7379, -1.8819], [-4.3398, 2.8259, -0.5525], [-3.1595, 2.9237, -1.9911], [-1.5576, 1.9618, 1.8758], [-1.4407, -1.1596, -1.1946]], "forces_ev_per_a": [[-1.976, 0.692, -4.754], [-0.794, 0.837, 1.940], [2.305, -1.229, -0.616], [-0.778, -1.746, 0.830], [-2.643, 0.456, 1.798], [-0.210, -0.489, 2.299], [0.492, -1.033, 0.204], [2.375, 0.750, 1.683], [0.281, -0.289, -1.188], [-0.454, 0.305, -0.028], [-0.672, 0.894, -1.213], [0.424, 1.209, -0.289], [1.747, -0.498, -0.401], [-0.559, 0.470, 2.097], [-0.940, 0.768, -0.218], [0.024, -0.290, 0.771], [0.769, -0.822, -0.571], [-1.222, -1.371, -0.905], [1.264, -0.348, -0.972], [0.733, 0.385, 0.430], [0.354, 0.275, -0.735], [-0.519, 1.073, -0.163]]}

Number 1: calculated total energy -4921.31274 Ha, HOMO energy -7.41 eV. Number 2: calculated total energy -1283.20958 Ha, HOMO energy -8.41 eV. Number 3: calculated total energy -1734.18727 Ha, HOMO energy -8.55 eV.